# 1
The following is a quantum chemistry calculation of 4 unconnected molecules or ions with the total composition C27H59IN5O5Si, from the OMol25 dataset.

```
98
Properties=species:S:1:pos:R:3:forces:R:3:lowdin_charge:R:1
C -2.088951 0.403462 6.115160 -0.2 0.3 0.0 -0.176
Si -1.086808 -0.684257 4.845263 -2.9 -2.2 3.4 0.526
C -2.431725 -1.346829 3.659794 -0.7 -0.5 -0.8 -0.175
C -0.430815 -2.133494 5.969670 0.4 -0.1 0.3 -0.209
N 0.288767 0.198524 4.067211 0.7 2.5 -3.3 -0.183
C 1.479448 0.691609 4.820193 3.3 -0.2 2.0 -0.147
C 1.301622 1.292944 6.284200 1.0 1.5 0.6 -0.125
C 1.134695 2.907834 6.277466 -0.1 3.7 0.2 -0.165
C 2.369328 3.800386 6.669647 -2.0 1.3 -0.8 -0.028
C 2.350255 5.344638 6.676381 -3.4 -1.4 -0.9 -0.057
C 1.033544 6.095405 6.322808 0.2 -4.3 -0.1 -0.052
C -0.197518 5.224108 5.931065 2.9 -0.7 0.8 -0.052
C -0.151503 3.669222 5.903038 2.7 2.1 0.8 -0.055
C -0.342459 1.449179 3.442578 -2.0 3.9 -2.0 -0.123
O -0.607604 1.367755 1.999032 -0.1 -2.3 1.6 -0.098
C -0.043646 0.137667 1.465532 1.4 1.2 0.1 -0.252
C 0.903692 0.720452 0.274698 0.2 0.1 -0.7 -0.183
N 0.070089 1.243203 -0.881567 0.0 0.1 1.4 -0.004
C 0.764838 -0.460866 2.763947 2.2 -0.9 -4.3 -0.696
O 2.137799 -0.157793 2.341192 -1.0 -0.6 2.1 -0.146
I 0.796177 -2.635219 2.593821 -0.5 0.2 0.6 1.146
H -2.410726 -0.265869 7.002175 0.7 1.0 -1.5 0.071
H -3.062689 0.752330 5.616510 1.5 -0.2 0.8 0.055
H -1.491277 1.275838 6.531614 -1.0 -1.0 -0.4 0.015
H -3.472196 -0.886921 3.867803 1.8 -0.5 -0.2 0.073
H -2.224046 -1.224706 2.547718 -0.4 -0.3 1.4 0.028
H -2.549860 -2.475699 3.881864 0.4 1.8 -0.4 0.044
H -1.111053 -3.043532 5.829577 1.1 1.2 0.0 0.056
H 0.647249 -2.416648 5.723574 -1.5 0.1 0.5 0.011
H -0.513081 -1.853032 7.088602 0.3 -0.3 -1.8 0.056
H 2.083498 1.500984 4.256938 -1.4 -1.5 0.4 0.164
H 2.218310 -0.194805 4.913012 -1.5 1.2 -0.1 0.153
H 2.339544 1.155185 6.785045 -1.7 0.1 -1.0 0.130
H 0.585069 0.770263 6.991820 0.6 0.6 -1.2 0.107
H 3.367656 3.293022 6.938836 -1.8 0.8 -0.4 0.099
H 3.264078 5.983510 6.930195 -1.4 -1.4 -0.3 0.099
H 0.974022 7.244130 6.343620 0.1 -2.1 -0.1 0.102
H -1.147659 5.810714 5.660312 1.5 -1.3 0.4 0.097
H -1.090801 3.128187 5.568568 1.4 0.8 0.6 0.066
H 0.267270 2.421017 3.491703 -0.2 -1.9 0.7 0.166
H -1.359399 1.787383 3.832418 1.3 -1.2 0.3 0.140
H -0.725466 -0.668702 1.034638 0.3 1.5 0.7 0.122
H 1.515131 1.633836 0.628535 -0.8 -1.9 -0.1 0.139
H 1.592824 -0.069084 -0.172419 -0.8 0.9 1.0 0.121
H 0.186683 2.273867 -0.934167 -0.4 -1.1 0.1 0.079
H -0.923021 1.030780 -0.715375 0.6 0.3 -0.4 0.071
H 2.672867 -0.980139 2.448075 -0.4 1.0 0.1 0.053
C -0.724495 1.837026 -6.896807 0.2 0.0 -0.3 -0.072
C -0.324935 1.765005 -5.426563 -0.4 -0.1 -0.1 -0.429
C -0.667922 0.417401 -4.759673 0.2 0.2 0.3 -0.206
O -2.046707 0.257173 -4.435607 0.3 -0.2 -0.2 -0.200
C -2.860659 -0.163615 -5.518818 -0.3 0.1 0.3 -0.107
N -0.937452 2.892402 -4.710494 0.0 -0.2 0.3 0.040
H -1.798171 1.974403 -7.036051 0.0 0.0 0.1 0.063
H -0.231327 2.683673 -7.382519 -0.1 -0.1 0.1 0.076
H -0.423840 0.930272 -7.429634 0.0 0.1 0.1 0.076
H 0.763477 1.883586 -5.382809 0.0 -0.1 0.1 0.118
H -0.135384 0.370366 -3.803436 -0.1 0.0 0.0 0.104
H -0.308902 -0.430228 -5.356476 -0.1 0.0 -0.2 0.116
H -2.331287 -0.842014 -6.193366 0.1 0.1 0.0 0.092
H -3.236412 0.702730 -6.065976 0.0 -0.1 -0.2 0.075
H -3.723789 -0.690732 -5.106059 0.1 0.0 0.1 0.086
H -0.591364 2.896481 -3.752490 0.0 0.1 -0.1 0.057
H -1.930508 2.681323 -4.606828 0.1 0.1 -0.1 0.069
C -4.441492 -5.984267 2.470147 -0.2 0.0 0.3 -0.065
C -3.495273 -4.860157 2.060010 -0.1 -0.4 -0.3 -0.433
C -3.822793 -4.248981 0.682139 0.2 0.1 0.0 -0.202
O -3.418882 -5.047684 -0.423889 -0.3 0.3 0.3 -0.189
C -4.323807 -6.088262 -0.761129 0.3 -0.2 -0.2 -0.098
N -2.113531 -5.357355 2.114698 0.1 0.2 -0.1 0.042
H -4.239985 -6.917415 1.942449 0.0 0.1 0.0 0.068
H -4.338583 -6.195276 3.538402 0.1 0.0 -0.1 0.079
H -5.483742 -5.706253 2.287357 0.1 0.0 0.0 0.083
H -3.601167 -4.062692 2.804089 0.0 0.0 -0.1 0.107
H -3.260966 -3.312689 0.587134 0.1 -0.1 -0.1 0.112
H -4.883872 -3.983209 0.601326 0.0 -0.1 0.0 0.122
H -5.364952 -5.800556 -0.591823 0.0 0.0 0.1 0.093
H -4.081768 -6.993537 -0.201664 -0.2 -0.1 0.0 0.076
H -4.196025 -6.314079 -1.821759 0.0 0.1 0.1 0.091
H -1.479095 -4.580867 1.934954 -0.1 0.0 0.0 -0.008
H -1.980464 -5.968263 1.307941 0.0 0.0 0.2 0.077
C 3.893768 2.534309 -7.664656 -0.1 0.3 0.0 -0.067
C 3.746176 1.382885 -6.674778 0.2 -0.1 -0.4 -0.434
C 5.090681 0.752486 -6.256985 -0.2 -0.2 0.1 -0.205
O 5.664417 -0.107812 -7.235683 0.0 0.4 0.3 -0.192
C 6.388061 0.561362 -8.256297 0.0 -0.3 -0.2 -0.104
N 2.833665 0.381491 -7.242546 0.1 -0.2 0.2 0.044
H 4.116153 2.193277 -8.676803 0.0 -0.1 0.1 0.066
H 2.963885 3.107659 -7.720085 0.1 -0.1 0.0 0.074
H 4.686940 3.220716 -7.353049 0.0 -0.1 0.0 0.080
H 3.282763 1.793136 -5.770192 0.1 -0.1 0.0 0.124
H 4.907726 0.118919 -5.382338 0.0 -0.1 -0.1 0.119
H 5.812558 1.515830 -5.941282 0.0 0.1 -0.1 0.118
H 6.900095 1.452374 -7.882649 -0.1 0.0 0.0 0.091
H 5.722340 0.821087 -9.081289 0.1 0.2 0.0 0.075
H 7.138189 -0.130455 -8.645348 -0.1 0.0 0.1 0.089
H 2.661512 -0.337081 -6.541298 -0.1 0.1 0.0 0.072
H 3.345000 -0.113737 -7.973819 -0.1 0.1 0.0 0.074
```
Positions in Å, forces in eV/Å.

Properties
Frontier orbital gap in hartree: 0.25199
Lowest unoccupied orbital energy in eV: -3.6
E_HOMO in eV: -10.460
Total charge: +1

# 2
The following is a quantum chemistry calculation of C15H23N5O3 in the gas phase, from the OMol25 dataset.

```
46
Properties=species:S:1:pos:R:3:forces:R:3:nbo_charge:R:1
H 1.154243 -0.530678 4.265609 -0.2 0.1 0.3 0.354
N 0.224266 -0.673859 3.893041 1.0 -2.0 -0.4 -0.785
C -0.472440 0.346958 3.794759 -1.6 2.9 -0.4 0.599
N -0.299359 1.598584 4.476596 0.1 0.1 -0.4 -0.884
N -1.650050 0.479235 3.083923 -1.0 -1.4 0.0 -0.633
C -2.402659 -0.772347 2.575312 0.8 2.4 0.9 -0.229
C -2.697070 -0.581897 1.110901 0.2 0.0 -1.2 -0.410
C -3.024746 -1.855428 0.213108 2.6 2.4 0.1 -0.409
C -1.717799 -2.413573 -0.355918 0.9 -0.6 -0.8 -0.113
N -0.649490 -2.623131 0.600945 -1.1 0.4 3.2 -0.866
C -1.166445 -1.448242 -1.475624 -0.9 1.2 0.8 0.685
O -1.628003 -1.519199 -2.594148 0.0 -0.3 -0.3 -0.611
N -0.412659 -0.298460 -1.163768 -1.6 -1.5 0.1 -0.671
C 0.472830 0.029051 -0.080596 2.1 -0.4 -1.4 -0.174
C 1.976790 -0.329625 -0.656346 0.9 2.1 0.1 -0.402
C 2.403088 0.377760 -1.985740 -1.4 1.4 -1.0 -0.048
C 1.661309 0.197370 -3.171096 1.5 1.0 0.8 -0.190
C 1.782272 1.045022 -4.336518 -0.7 -3.7 1.7 -0.224
C 2.787892 1.929259 -4.389215 2.6 1.1 1.4 -0.204
C 3.648232 2.123553 -3.237488 -2.2 0.6 -0.9 -0.233
C 3.311853 1.447143 -2.093082 1.3 0.4 2.9 -0.192
C 0.374206 1.498759 0.188708 0.1 -0.9 -0.6 0.799
O 0.605764 1.983833 1.249420 0.2 1.0 0.6 -0.583
O 0.039964 2.162217 -0.944284 0.1 -1.9 0.1 -0.692
H 0.347869 1.428190 5.185029 1.2 -0.1 1.5 0.362
H 0.018389 2.435402 3.990113 -0.3 -0.6 -0.6 0.396
H -2.142569 1.249673 3.538699 -0.4 -0.7 -0.6 0.398
H -3.322750 -0.901507 3.120183 -0.4 0.1 0.5 0.191
H -1.744204 -1.549485 2.887578 0.5 -0.8 -0.3 0.219
H -1.796103 -0.045729 0.679332 -1.3 -0.8 0.3 0.224
H -3.526227 0.147748 1.021887 0.3 -0.4 0.1 0.208
H -3.610315 -2.633691 0.589671 -0.8 -1.1 1.3 0.214
H -3.547515 -1.487289 -0.629260 -0.8 0.4 -1.0 0.228
H -1.919355 -3.397062 -0.835873 -0.2 0.8 -0.3 0.197
H -0.944511 -2.900973 1.608537 0.6 0.5 -2.6 0.381
H -0.064320 -3.313193 0.218323 1.0 -1.1 0.0 0.364
H -0.595075 0.447970 -1.828139 0.4 -0.4 0.0 0.437
H 0.348714 -0.555527 0.835898 -0.2 0.2 -0.4 0.295
H 2.808970 -0.080262 0.085031 -1.3 -0.7 -0.6 0.223
H 1.880344 -1.370977 -0.890512 0.3 -0.7 0.3 0.219
H 1.079006 -0.665873 -3.041372 -1.4 -0.8 -1.1 0.215
H 1.213716 0.662816 -5.169279 -0.2 0.7 -0.4 0.222
H 3.049073 2.450054 -5.278840 -0.1 0.5 -0.7 0.211
H 4.290876 3.012008 -3.139537 -0.1 -0.8 -0.4 0.218
H 3.804757 1.826424 -1.141003 -0.4 -0.7 -1.1 0.198
H 0.049240 3.068978 -0.774963 0.0 2.6 0.5 0.497
```
Positions in Å, forces in eV/Å.

Properties
Frontier orbital gap in hartree: 0.35149
Lowest unoccupied orbital energy in eV: 0.6
Energy above the lowest of the compared OMol25 structures with the same formula, charge and spin in kcal per mole: 69.67
E_HOMO in eV: -8.922
SMILES: [H]/N=C(\N)NCCC[C@H](N)C(=O)N[C@@H](Cc1ccccc1)C(=O)O

# 3
The following is a quantum chemistry calculation of C3H6O2 in the gas phase, from the OMol25 dataset.

```
11
Properties=species:S:1:pos:R:3:forces:R:3:nbo_charge:R:1
O -0.488545 -1.932051 0.644873 0.1 -0.2 -0.2 -0.706
C -0.138317 -0.598763 0.940848 0.1 0.3 0.1 -0.087
C -0.458704 0.291851 -0.231298 -0.2 0.0 0.2 0.021
C 0.503146 1.258012 -0.759115 0.1 0.3 0.1 -0.107
O 0.326035 -0.004077 -1.386233 0.1 -0.1 -0.2 -0.501
H -0.045236 -2.144308 -0.188709 -0.1 -0.1 0.1 0.472
H -0.718609 -0.307027 1.821735 0.1 0.0 -0.1 0.187
H 0.930976 -0.506776 1.189578 -0.2 0.0 -0.1 0.162
H -1.519248 0.432176 -0.444568 0.2 0.0 0.0 0.189
H 1.458938 1.397477 -0.253919 -0.1 0.0 -0.1 0.183
H 0.149565 2.113485 -1.333192 0.0 -0.1 0.1 0.187
```
Positions in Å, forces in eV/Å.

Properties
Frontier orbital gap in hartree: 0.41954
Lowest unoccupied orbital energy in eV: 1.1
Energy above the lowest of the compared OMol25 structures with the same formula, charge and spin in kcal per mole: 46.23
E_HOMO in eV: -10.319
SMILES: OC[C@H]1CO1

# 4
The following is a quantum chemistry calculation of CH3NO3S2 in the gas phase, from the OMol25 dataset.

```
10
Properties=species:S:1:pos:R:3:forces:R:3:nbo_charge:R:1
C -0.309439 0.403244 -1.512081 -2.6 2.4 0.6 -0.790
N 0.452061 -0.409724 0.923343 -1.4 0.3 -1.1 -1.010
O -2.694819 -0.810396 0.454237 0.1 -0.4 0.6 -0.875
O -1.479100 1.469753 0.691360 1.8 -0.1 0.3 -0.867
O 1.107099 1.952229 0.373142 -1.2 0.2 -0.4 -0.829
S -2.459942 0.441133 -0.212681 1.8 0.2 -2.1 1.363
S 0.057580 1.035828 0.040470 0.2 -2.4 1.1 1.996
H -0.744276 1.373176 -2.019440 0.9 -1.6 0.5 0.187
H -0.254020 -0.523203 1.669514 0.6 -0.1 -0.4 0.404
H 0.405067 -1.232855 0.254948 -0.2 1.4 1.0 0.421
```
Positions in Å, forces in eV/Å.

Properties
Frontier orbital gap in hartree: 0.28629
Lowest unoccupied orbital energy in eV: -1.6
Energy above the lowest of the compared OMol25 structures with the same formula, charge and spin in kcal per mole: 82.38
E_HOMO in eV: -9.374

# 5
The following is a quantum chemistry calculation of a molecular structure, C9H13ClN, from the OMol25 dataset.

```
24
Properties=species:S:1:pos:R:3:forces:R:3:nbo_charge:R:1
C 1.025229 -2.040807 -0.025923 0.2 -1.4 1.0 -0.241
C -0.273712 -2.136708 -0.011080 -2.2 -1.7 -0.7 -0.157
C 1.143067 0.331435 -0.118617 -3.5 1.3 -0.8 -0.119
C 1.739943 -0.841346 -0.067394 3.2 1.7 -0.4 -0.044
C -1.135679 -0.108297 1.253965 -2.6 0.8 3.2 -0.440
C -0.840575 0.366719 -0.037622 7.0 -0.5 -1.7 0.070
C -1.226643 -1.031369 0.072470 -2.6 -1.7 0.7 -0.023
C 3.365773 -0.937294 -0.195307 -3.6 0.9 -3.1 -0.587
C -1.563334 2.752530 -0.173903 1.8 0.2 -1.1 -0.420
N -1.626830 1.293112 -0.742582 -2.0 2.6 1.8 -0.524
Cl -3.030628 -1.553401 -0.175572 1.8 0.8 -0.3 -0.058
H 1.519684 -2.953292 0.224678 0.7 -0.5 -0.6 0.239
H -0.668970 -3.167116 -0.082341 -0.2 0.9 0.4 0.253
H 1.563313 1.314686 -0.301948 -0.1 -0.2 0.1 0.216
H -0.374689 -0.304603 1.975655 0.6 0.2 0.2 0.261
H -2.044297 0.353961 1.775542 0.8 -1.3 -0.9 0.240
H 3.514442 -1.470270 -1.214105 0.1 1.0 1.7 0.236
H 3.724997 -1.520544 0.578564 0.9 -1.1 1.6 0.225
H 3.731610 0.093128 -0.202797 0.3 -0.5 0.0 0.224
H -0.484918 3.261861 -0.345779 -2.4 -1.7 0.6 0.254
H -2.267537 3.371562 -0.797029 0.3 -0.7 1.2 0.250
H -1.781648 2.490119 0.861454 -0.1 1.4 0.1 0.235
H -1.364431 1.438995 -1.676530 0.1 -0.8 -2.0 0.446
H -2.644161 0.996935 -0.573805 1.3 0.3 -1.1 0.462
```
Positions in Å, forces in eV/Å.

Properties
Frontier orbital gap in hartree: 0.34071
Lowest unoccupied orbital energy in eV: -3.2
Energy above the lowest of the compared OMol25 structures with the same formula, charge and spin in kcal per mole: 68.42
E_HOMO in eV: -12.486
Total charge: +1

# 6
The following is a quantum chemistry calculation of C6H7NO in the gas phase, from the OMol25 dataset.

```
15
Properties=species:S:1:pos:R:3:forces:R:3:nbo_charge:R:1
O -1.431506 -1.135911 2.449919 0.1 -0.6 1.0 -0.501
C -0.716569 -1.312260 1.506246 -2.1 2.3 -1.0 0.410
C -0.993202 -0.430713 0.261109 1.1 2.1 0.8 -0.509
C 0.252970 0.008309 -0.506698 -1.3 1.2 -0.7 -0.379
C 1.058284 1.113385 0.266825 -0.2 -1.4 -0.5 -0.500
C 1.619140 0.481622 1.443037 0.2 0.4 1.4 0.172
C 1.997950 -0.530760 2.315675 0.4 -0.2 0.3 0.055
N 1.802100 0.790120 2.702439 0.1 -0.4 -0.8 -0.295
H 0.035177 -2.065696 1.456216 0.9 -0.9 0.0 0.138
H -1.561102 -1.042916 -0.419526 -0.8 0.1 -0.1 0.236
H -1.409852 0.630804 0.529153 -0.4 -2.6 0.0 0.219
H -0.194114 0.518496 -1.470157 1.5 -1.4 1.4 0.224
H 0.826636 -0.925079 -0.593244 0.5 0.7 -0.9 0.219
H 0.481832 1.947749 0.697533 0.0 0.1 -1.0 0.244
H 1.871701 1.360918 -0.412421 0.1 0.7 0.2 0.267
```
Positions in Å, forces in eV/Å.

Properties
Frontier orbital gap in hartree: 0.36260
Lowest unoccupied orbital energy in eV: 0.2
Energy above the lowest of the compared OMol25 structures with the same formula, charge and spin in kcal per mole: 105.48
E_HOMO in eV: -9.648
SMILES: O=CCCCC1=C=N1

# 7
The following is a quantum chemistry calculation of 2 unconnected molecules or ions with the total composition C5H10IP, from the OMol25 dataset.

```
17
Properties=species:S:1:pos:R:3:forces:R:3:nbo_charge:R:1
C 0.277605 -0.766846 1.932623 -3.2 -3.0 1.4 -0.510
C 1.389111 -0.254583 1.086020 3.0 0.5 0.3 -0.624
C 0.115548 0.421069 1.136854 -0.4 1.7 0.9 -0.046
C -1.459631 1.048222 -2.049460 -0.3 0.5 3.3 -0.676
C -1.745311 -0.107966 -1.165978 -0.3 -2.2 0.6 -0.307
P 1.935069 -1.267016 -0.327343 0.8 0.7 -1.5 0.327
I -0.396188 2.308280 1.908387 0.3 -0.6 -0.5 0.161
H -0.433137 -1.653286 1.502673 2.1 1.7 0.9 0.231
H 0.248993 -0.811084 3.080521 0.3 0.4 -1.9 0.243
H 2.314199 0.226702 1.547842 -1.6 -0.5 -0.2 0.255
H -0.469233 1.036046 -2.376970 1.6 0.3 -1.0 0.210
H -1.609203 1.934652 -1.289355 0.3 -1.2 -2.1 0.214
H -2.172721 1.033073 -2.827444 -0.7 0.6 -1.2 0.225
H -1.498334 -1.234783 -1.057765 0.1 2.3 -1.0 0.189
H -2.408695 0.236232 -0.424159 -0.9 -0.3 1.2 0.147
H 3.059943 -1.899825 0.255985 -0.2 0.0 0.3 -0.022
H 2.851985 -0.248888 -0.932432 -1.0 -0.9 0.5 -0.017
```
Positions in Å, forces in eV/Å.

Properties
Frontier orbital gap (spin up / spin down) in hartree: 0.28020 / 0.31135
Lowest unoccupied orbital energy (spin up / spin down) in eV: 0.3 / -1.1
Energy above the lowest of the compared OMol25 structures with the same formula, charge and spin in kcal per mole: 46.21
E_HOMO (spin up / spin down) in eV: -7.287 / -9.527
Spin multiplicity: 3